Record 1
The molecule C3H3BrF4 at a distorted geometry. Source: the OMol25 dataset; level of theory: ωB97M-V/def2-TZVPD.

CARTESIAN COORDINATES (ANGSTROEM)
C 0.59138 0.21122 0.26877
C -0.14518 0.94043 -0.87667
C -0.18969 -1.25776 0.47843
F 0.15716 2.24990 -0.80583
F -1.51195 0.99930 -0.76023
F 0.62725 -2.28050 0.05726
F -0.59370 -1.40646 1.71523
Br 0.45166 1.24174 1.95092
H 1.72933 -0.03259 0.12740
H -0.09108 0.73330 -1.93545
H -1.02517 -1.39857 -0.21984

Force components x, y, z for each atom (eV/Å):
C -0.059 -2.712 0.441
C -0.737 1.862 -0.077
C 0.645 1.536 -2.471
F 1.212 1.024 0.034
F -0.480 -1.210 1.104
F 0.554 0.271 0.880
F 0.046 -0.620 0.894
Br 0.132 -0.324 -0.904
H -2.366 0.743 -0.167
H 1.262 -1.308 -0.142
H -0.209 0.740 0.409

Computed properties:
**Lowest unoccupied orbital energy**: 0.47 eV
**Structure (SMILES)**: FC(F)C(Br)C(F)F
**2S+1**: 1

---

Record 2
A cluster of 2 separate species, C3H3BrF4 in total at a distorted geometry. Source: the OMol25 dataset; level of theory: ωB97M-V/def2-TZVPD.

CARTESIAN COORDINATES (ANGSTROEM)
C -0.37972 -0.49500 -0.65637
C 1.13660 -0.51495 -0.67646
C -0.84897 0.95145 1.17470
F 1.65963 -1.23768 -1.77214
F 1.71101 -1.12859 0.34971
F 0.22803 1.60314 1.54706
F -1.86801 1.68355 0.77654
Br -1.54078 -1.95066 -0.33995
H -0.66241 0.19777 -1.46560
H 1.66072 0.56221 -0.89556
H -1.09609 0.32877 1.95807

Force components x, y, z for each atom (eV/Å):
C 0.211 3.462 1.973
C 1.658 1.013 -1.956
C 0.999 -1.751 -3.134
F -0.934 0.232 0.097
F -0.077 0.068 1.226
F 0.331 1.086 -0.588
F 0.354 0.583 -0.156
Br 0.646 0.115 -0.223
H -0.461 -0.675 0.363
H -1.792 -2.208 1.082
H -0.934 -1.926 1.317

Computed properties:
**Lowest unoccupied orbital energy (alpha / beta)**: -0.22 / -0.22 eV
**2S+1**: 1

---

Record 3
The molecule C3H3BrO at a distorted geometry. Source: the OMol25 dataset; level of theory: ωB97M-V/def2-TZVPD.

CARTESIAN COORDINATES (ANGSTROEM)
C -0.48696 -0.07844 -0.15315
C -0.97178 1.28597 0.12338
C 0.95391 -0.45822 -0.00870
O -1.37875 2.37383 0.12080
Br -1.99187 -1.38111 0.00049
H 1.13657 -0.96574 0.87252
H 1.41922 0.48504 -0.24398
H 1.31966 -1.26133 -0.71136

Force components x, y, z for each atom (eV/Å):
C -3.173 3.820 0.946
C 1.500 -4.344 -1.307
C -0.994 -0.550 -2.548
O 0.371 -0.999 0.146
Br 1.274 1.015 -0.062
H 0.698 -0.079 2.503
H 1.105 -0.002 0.494
H -0.782 1.139 -0.172

Computed properties:
**Lowest unoccupied orbital energy**: -0.01 eV
**Structure (SMILES)**: CC(Br)=C=O
**2S+1**: 1

---

Record 4
The molecule C3H3BrO at a distorted geometry. Source: the OMol25 dataset; level of theory: ωB97M-V/def2-TZVPD.

CARTESIAN COORDINATES (ANGSTROEM)
C 0.51047 -0.03190 0.40636
C 1.51325 -1.02259 -0.11596
C -0.78868 -0.04312 -0.35786
O 1.64672 0.21302 -0.41148
Br 0.42210 1.07639 2.16481
H -0.80339 -0.95135 -0.96615
H -0.85536 0.81626 -1.02815
H -1.64509 -0.05671 0.30842

Force components x, y, z for each atom (eV/Å):
C -1.205 -0.460 0.676
C -0.618 -2.126 2.361
C -0.255 -0.077 0.256
O 1.725 3.645 -1.694
Br 0.393 -1.419 -1.928
H -0.055 0.216 0.075
H 0.063 0.126 0.199
H -0.048 0.093 0.056

Computed properties:
**Lowest unoccupied orbital energy (alpha / beta)**: 0.09 / -2.50 eV
**<S²>**: 2.007
**2S+1**: 3

---

Record 5
A cluster of 2 separate species, C3H3BrO2S in total at a distorted geometry. Source: the OMol25 dataset; level of theory: ωB97M-V/def2-TZVPD.

CARTESIAN COORDINATES (ANGSTROEM)
C 0.18460 1.02397 -1.17645
C 1.24614 0.86424 -0.42631
C -1.61215 -0.41838 -0.09762
O -1.30021 -1.91451 2.07239
O 0.46792 -2.03392 0.35858
S -0.66770 -1.35460 0.92782
Br 2.82537 1.80097 -0.76631
H -0.02054 1.63132 -1.95901
H 1.28921 0.24283 0.49456
H -2.41265 0.15808 0.57236

Force components x, y, z for each atom (eV/Å):
C -0.224 -3.239 4.188
C -0.978 -0.634 0.948
C 1.255 2.303 1.214
O -0.230 -0.062 0.897
O -0.035 0.667 0.393
S -0.983 -0.247 -2.347
Br 0.418 0.251 -0.228
H -1.227 1.401 -2.344
H 0.185 0.575 -1.129
H 1.818 -1.014 -1.592

Computed properties:
**Lowest unoccupied orbital energy (alpha / beta)**: -2.04 / -2.11 eV
**2S+1**: 1

---

Record 6
The molecule C3H3BrOS at a distorted geometry. Source: the OMol25 dataset; level of theory: ωB97M-V/def2-TZVPD.

CARTESIAN COORDINATES (ANGSTROEM)
C 0.26086 0.31626 -0.19074
C 1.52669 -0.16617 -0.21360
C -0.95756 -0.49647 0.05185
O -0.03374 1.63678 -0.11292
S 1.05601 2.81228 0.15606
Br 2.07604 -1.90407 0.04435
H -1.00803 -1.37174 -0.56121
H -1.13743 -0.76341 1.19192
H -1.78284 -0.06345 -0.36572

Force components x, y, z for each atom (eV/Å):
C 2.232 -1.332 1.138
C -1.797 0.343 -0.100
C 0.868 -1.795 2.278
O -0.477 1.202 -0.411
S 0.218 -0.323 -0.023
Br 0.017 0.377 -0.167
H 0.828 -1.172 0.116
H 0.429 0.605 -2.405
H -2.318 2.095 -0.426

Computed properties:
**Lowest unoccupied orbital energy (alpha / beta)**: -1.96 / -1.35 eV
**2S+1**: 1

---

Record 7
A structure of composition C3H3BrS at a distorted geometry. Source: the OMol25 dataset; level of theory: ωB97M-V/def2-TZVPD.

CARTESIAN COORDINATES (ANGSTROEM)
C 1.48643 1.32074 1.09025
C 0.95511 0.77369 0.06159
C -0.68971 -0.09687 -0.66063
S 2.53343 0.73194 -0.59087
Br -2.40644 0.51423 -0.06950
H 1.67364 1.99233 1.94966
H -0.42406 -1.10712 -0.37856
H -0.46048 0.26382 -1.76726

Force components x, y, z for each atom (eV/Å):
C 0.268 0.499 -0.442
C -4.543 -1.537 0.180
C 3.841 3.192 -1.102
S 0.946 0.307 0.222
Br 0.772 -0.216 -0.005
H -0.128 -0.892 -1.015
H -0.365 -0.073 -0.257
H -0.790 -1.279 2.419

Computed properties:
**Lowest unoccupied orbital energy**: -0.02 eV
**2S+1**: 1

---

Record 8
A structure of composition C3H3CaMgO4 at a distorted geometry. Source: the OMol25 dataset; level of theory: ωB97M-V/def2-TZVPD.

CARTESIAN COORDINATES (ANGSTROEM)
O -2.48382 0.95916 -0.20413
C -2.50419 -0.27788 0.14304
O -3.18892 -0.71953 1.06451
Ca -0.99259 2.33744 -0.66062
O 0.40018 0.65357 -0.96282
C 0.49683 -0.58213 -0.53241
C 1.81138 -0.77495 0.22210
O 2.47468 0.35567 0.66381
Mg 1.74653 2.01919 0.04918
H 2.43649 -1.38305 -0.47381
H 1.56143 -1.47652 1.05122
H -1.75800 -1.11098 -0.36006

Force components x, y, z for each atom (eV/Å):
O -0.093 0.093 -0.469
C 0.495 -2.862 0.604
O 0.039 0.229 -0.376
Ca -0.217 0.012 -0.376
O 0.009 -0.367 0.654
C 0.801 0.291 -0.928
C -0.246 0.111 0.417
O 0.125 0.363 -0.093
Mg 0.754 -0.537 0.244
H -0.279 0.007 -0.032
H 0.116 0.219 -0.174
H -1.502 2.440 0.528

Computed properties:
**Lowest unoccupied orbital energy**: 2.21 eV
**Total charge**: -1
**2S+1**: 1

---

Record 9
A structure of composition C3H3CaO2 at a distorted geometry. Source: the OMol25 dataset; level of theory: ωB97M-V/def2-TZVPD.

CARTESIAN COORDINATES (ANGSTROEM)
C -1.39404 -0.19713 0.16280
C -2.00219 0.81606 -0.47811
H -3.01694 0.73464 -0.88967
H -1.96620 -1.13785 0.17311
H -1.52168 1.79140 -0.62225
O 2.32955 -0.40581 0.77316
C 3.16467 -0.67067 -0.00725
O 4.07488 -0.96171 -0.64125
Ca 0.33195 0.03106 1.52947

Force components x, y, z for each atom (eV/Å):
C -0.429 -0.174 -0.524
C -0.079 -0.130 0.121
H 0.396 0.063 -0.029
H -0.110 0.254 0.000
H -0.199 -0.175 0.096
O 0.204 0.044 -0.457
C 2.027 -0.682 -0.209
O -1.089 0.368 0.112
Ca -0.721 0.433 0.892

Computed properties:
**Lowest unoccupied orbital energy**: -4.90 eV
**Total charge**: +1
**2S+1**: 1

---

Record 10
The molecule C3H3Cl at a distorted geometry. Source: the OMol25 dataset; level of theory: ωB97M-V/def2-TZVPD.

CARTESIAN COORDINATES (ANGSTROEM)
C -0.26281 0.92404 0.15999
C 0.84204 0.09843 0.16113
C -0.48524 -0.57836 -0.02396
Cl 2.54077 0.00450 0.15730
H -0.98744 1.70479 -0.05165
H -0.91612 -1.36640 0.59351
H -0.73120 -0.78700 -0.99632

Force components x, y, z for each atom (eV/Å):
C 2.727 -3.304 0.255
C -3.933 3.254 0.164
C 1.219 -0.020 0.847
Cl -0.553 -0.024 -0.031
H 0.938 0.336 0.440
H 0.101 0.667 0.954
H -0.499 -0.909 -2.628

Computed properties:
**Lowest unoccupied orbital energy**: 0.96 eV
**Structure (SMILES)**: ClC1=CC1
**2S+1**: 1